Record 1
47
Properties=species:S:1:pos:R:3 method="wB97M-V/def2-TZVPD" e_lumo_ha=-0.1448 relative_energy_kj_mol=0.0 homo_energy_ha=-0.3467 charge=+1
Zn -0.672 0.186 0.230
I -1.074 4.869 0.700
O -4.849 -1.255 2.447
H -4.247 -1.793 2.960
H -5.131 -0.568 3.050
O -0.461 -0.153 -3.614
H -0.782 0.065 -4.489
H 0.468 -0.345 -3.739
O 3.077 2.120 1.058
H 3.946 2.393 0.763
H 3.116 2.186 2.013
O -0.662 1.418 1.891
H -1.024 2.304 1.896
H -0.266 1.316 2.757
O 1.263 0.555 -0.354
H 1.836 1.060 0.223
H 1.816 0.325 -1.100
O -1.296 1.540 -1.058
H -1.084 2.473 -1.044
H -1.970 1.457 -1.733
O -0.102 -1.386 1.501
H 0.357 -2.184 1.242
H -0.599 -1.637 2.280
O 0.428 2.886 -3.248
H 0.130 3.397 -4.000
H 0.130 1.995 -3.430
O -2.639 -4.710 -0.014
H -1.706 -4.605 0.176
H -2.695 -5.539 -0.489
O -2.684 -0.042 0.794
H -3.358 0.604 0.580
H -3.138 -0.695 1.327
O 1.580 4.851 -1.544
H 1.472 4.405 -2.384
H 0.790 4.627 -1.050
O 3.052 -0.834 3.848
H 2.330 -0.235 4.037
H 3.798 -0.469 4.322
O 4.049 -2.005 1.694
H 3.696 -1.337 2.282
H 3.275 -2.428 1.321
O -1.005 -1.263 -1.192
H -1.813 -1.765 -1.297
H -0.616 -1.249 -2.067
O 0.824 -3.661 -2.762
H 1.499 -3.009 -2.952
H 0.942 -3.865 -1.835

Record 2
19
Properties=species:S:1:pos:R:3 method="wB97M-V/def2-TZVPD" s_squared=3.77 e_lumo_ha="-0.2120 / -0.3106" relative_energy_kj_mol=38.8 homo_energy_ha="-0.4630 / -0.4630" charge=+1 multiplicity=4
Ag 1.480 3.040 0.840
Ni 0.034 1.846 3.619
C 0.139 -0.060 1.231
O 0.364 1.220 1.766
H -0.001 -0.037 0.150
H 0.960 -0.771 1.406
H -0.688 -0.597 1.712
C 0.469 4.250 3.016
O -0.551 3.821 3.687
O 0.416 4.790 1.879
O 1.380 3.288 3.090
Cl -0.410 -3.141 -4.797
C -1.090 -2.965 -3.138
C -0.168 -2.126 -2.278
Cl 1.482 -2.817 -2.209
H -1.187 -3.976 -2.757
H -2.040 -2.471 -3.320
H -0.524 -2.186 -1.251
H -0.066 -1.110 -2.645

Record 3
41
Properties=species:S:1:pos:R:3 method="wB97M-V/def2-TZVPD" e_lumo_ha=-0.0127 smiles="CCCCCCCC[C@@](S)(OC(=O)CC(=O)I)[PH2]=S" homo_energy_ha=-0.3227
C 1.545 2.971 0.990
C 0.881 3.130 -0.373
C -0.649 3.126 -0.295
C -1.329 2.435 -1.492
C -2.299 1.322 -1.089
C -1.673 0.291 -0.146
C -1.692 -1.133 -0.723
C -1.730 -2.255 0.312
C -0.371 -2.691 0.866
S -0.613 -4.226 1.850
O 0.427 -2.949 -0.269
C 1.785 -3.021 -0.141
O 2.379 -3.586 0.755
C 2.486 -2.311 -1.276
C 2.478 -0.819 -1.058
O 1.610 -0.087 -1.470
I 4.076 -0.017 0.139
P 0.273 -1.340 2.027
S 1.376 -1.825 3.547
H 2.610 3.134 0.896
H 1.379 1.956 1.337
H 1.136 3.657 1.720
H 1.221 2.318 -1.004
H 1.210 4.048 -0.848
H -0.953 2.662 0.637
H -0.998 4.150 -0.258
H -1.863 3.190 -2.057
H -0.590 1.997 -2.156
H -2.635 0.834 -1.998
H -3.161 1.798 -0.633
H -2.234 0.270 0.779
H -0.641 0.569 0.039
H -2.613 -1.218 -1.292
H -0.889 -1.280 -1.434
H -2.136 -3.136 -0.172
H -2.395 -2.016 1.130
H -0.888 -3.634 3.016
H 3.503 -2.676 -1.281
H 2.043 -2.533 -2.237
H -0.924 -0.749 2.454
H 0.858 -0.360 1.208

Record 4
26
Properties=species:S:1:pos:R:3 method="wB97M-V/def2-TZVPD" e_lumo_ha=-0.1145 relative_energy_kj_mol=402.9 homo_energy_ha=-0.5108 charge=+1
N 16.938 27.587 16.129
H 16.937 27.942 17.002
H 17.638 26.801 16.062
H 17.293 28.272 15.559
H 15.958 27.255 16.255
O 15.082 26.536 13.536
H 14.264 26.325 13.123
H 15.512 27.294 13.287
O 16.210 25.869 18.766
H 16.804 25.136 19.020
H 15.959 26.027 19.663
O 19.511 27.385 14.156
H 19.927 27.982 13.481
H 20.340 27.305 14.682
O 18.788 27.201 18.838
H 19.089 27.883 19.276
H 17.985 26.998 19.178
O 14.576 29.275 16.845
H 15.014 29.984 17.393
H 13.730 29.707 16.437
O 15.115 24.738 16.666
H 15.613 23.992 16.285
H 15.306 25.053 17.583
O 17.206 30.893 17.133
H 17.257 31.109 18.173
H 18.121 31.014 16.820

Record 5
21
Properties=species:S:1:pos:R:3 method="wB97M-V/def2-TZVPD" s_squared=6.15 e_lumo_ha="-0.0498 / -0.0436" homo_energy_ha="-0.3256 / -0.3440" multiplicity=5
Ti 1.123 0.019 -0.610
Cl 0.268 -2.058 -0.237
C 2.784 0.360 0.474
C 2.013 0.170 -2.444
H 3.647 0.709 -0.108
H 2.666 0.909 1.409
H 2.956 -0.731 0.681
H 3.007 0.647 -2.405
H 1.401 0.582 -3.254
H 2.184 -0.935 -2.583
Mn -1.323 -0.516 0.173
C -1.437 -0.375 2.035
C -0.437 1.238 -0.141
H -0.487 0.096 2.323
H -2.337 0.146 2.383
H -1.460 -1.454 2.247
H -1.126 1.546 -0.978
H -0.675 1.935 0.690
S -3.130 -1.574 -0.505
C -4.384 -0.669 0.181
N -5.256 -0.045 0.667

Record 6
99
Properties=species:S:1:pos:R:3 method="wB97M-V/def2-TZVPD" e_lumo_ha=-0.1057 relative_energy_kj_mol=41.9 homo_energy_ha=-0.3447 charge=+1
Lu 0.103 -0.197 0.072
N 2.383 -0.652 -1.183
C 2.340 -1.376 -2.461
C 1.145 -0.903 -3.261
N -0.077 -1.217 -2.508
C -1.297 -0.953 -3.283
C -1.756 0.488 -3.104
N -1.990 0.766 -1.680
H 2.649 0.312 -1.367
H 3.130 -1.039 -0.613
H 2.235 -2.445 -2.248
H 3.254 -1.242 -3.046
H 1.140 -1.384 -4.246
H 1.201 0.176 -3.412
H -0.037 -2.218 -2.338
H -2.086 -1.623 -2.935
H -1.140 -1.148 -4.349
H -2.645 0.659 -3.717
H -0.972 1.155 -3.455
H -2.935 0.489 -1.432
H -1.934 1.768 -1.533
C 1.074 5.085 -2.672
S 0.490 5.036 -0.958
C 0.180 3.326 -0.657
S 0.753 2.114 -1.704
N -0.453 3.203 0.479
N -0.821 1.972 0.923
C -1.447 2.034 2.043
C -2.012 0.864 2.683
C -2.734 1.015 3.867
C -3.258 -0.102 4.487
C -3.031 -1.343 3.910
C -2.314 -1.399 2.728
N -1.823 -0.333 2.108
H 1.596 6.031 -2.793
H 0.224 5.040 -3.349
H 1.748 4.252 -2.847
H -1.588 3.003 2.515
H -2.869 2.004 4.286
H -3.823 -0.015 5.405
H -3.407 -2.249 4.365
H -2.109 -2.361 2.267
C -1.997 -5.338 0.956
C -0.999 -5.309 2.081
C -1.220 -6.122 3.191
C -0.344 -6.129 4.263
C 0.764 -5.294 4.245
C 1.005 -4.492 3.143
C 0.149 -4.507 2.042
P 0.505 -3.506 0.522
C 0.663 -4.848 -0.741
C -0.185 -4.662 -1.841
C -0.201 -5.526 -2.921
C 0.657 -6.615 -2.919
C 1.463 -6.842 -1.818
C 1.471 -5.995 -0.707
C 2.316 -6.415 0.467
C 2.202 -2.921 0.851
C 3.352 -3.405 0.236
C 4.591 -2.848 0.516
C 4.681 -1.801 1.430
C 3.540 -1.274 2.004
C 2.264 -1.783 1.700
C 1.039 -1.150 2.178
H -3.000 -5.528 1.339
H -1.759 -6.129 0.240
H -2.002 -4.393 0.412
H -2.095 -6.761 3.206
H -0.527 -6.780 5.108
H 1.445 -5.273 5.086
H 1.879 -3.853 3.141
H -0.893 -3.838 -1.820
H -0.878 -5.357 -3.749
H 0.683 -7.295 -3.760
H 2.109 -7.712 -1.801
H 1.869 -7.297 0.932
H 2.402 -5.645 1.222
H 3.318 -6.693 0.138
H 3.291 -4.213 -0.481
H 5.484 -3.239 0.045
H 5.655 -1.402 1.687
H 3.614 -0.454 2.708
H 1.235 -0.437 2.981
H 0.315 -1.885 2.537
Cl -4.418 -4.015 -1.573
C -4.388 -2.597 -0.507
Cl -5.055 -3.004 1.081
Cl -5.327 -1.270 -1.237
C -3.015 -2.136 -0.387
N -1.958 -1.696 -0.380
N 4.709 3.460 0.200
N 3.678 2.801 0.800
N 3.128 3.225 1.910
C 2.142 2.353 2.055
N 2.116 1.453 1.066
N 3.116 1.761 0.265
H 5.226 4.009 0.869
H 5.267 2.840 -0.365
H 1.457 2.369 2.884

Record 7
32
Properties=species:S:1:pos:R:3 method="wB97M-V/def2-TZVPD" e_lumo_ha=0.0888 homo_energy_ha=-0.1012 charge=-1
C 0.609 -2.159 -0.700
C 0.296 -0.673 -0.625
O -0.693 -0.378 -1.590
C -1.441 0.790 -1.301
C -2.462 0.701 -0.161
Al -3.110 -1.143 0.415
P -3.828 -2.479 -1.415
O -3.601 -4.054 -0.844
O -5.527 -2.444 -1.294
H 0.608 -2.620 0.276
H -0.171 -2.637 -1.276
H 1.540 -2.344 -1.225
H 1.194 -0.091 -0.791
H -0.040 -0.450 0.383
H -1.975 1.029 -2.213
H -0.765 1.630 -1.117
H -3.330 1.306 -0.408
H -2.019 1.137 0.730
H -1.931 -1.909 1.224
H -4.334 -0.915 1.465
H -2.667 -4.129 -0.585
H -5.754 -1.571 -1.652
C 4.533 2.539 0.133
C 3.536 1.902 1.073
O 2.759 1.062 0.695
C 3.557 2.368 2.511
H 4.411 2.117 -0.862
H 4.369 3.617 0.087
H 5.551 2.349 0.480
H 3.354 3.440 2.559
H 4.534 2.172 2.954
H 2.795 1.835 3.074

Record 8
11
Properties=species:S:1:pos:R:3 method="wB97M-V/def2-TZVPD" e_lumo_ha=-0.0399 relative_energy_kj_mol=488.1 homo_energy_ha=-0.3249
C -0.406 1.290 -0.309
C -0.055 -0.272 -0.166
C -0.904 -1.339 0.169
C 1.438 -0.196 0.152
H 0.163 1.647 -1.183
H -1.595 1.419 -0.579
H 0.081 1.774 0.644
H -0.485 -2.453 0.994
H 1.925 0.944 0.907
S 2.478 -1.496 -0.363
Cl -2.639 -1.318 -0.266